Entry 1:
Computed, not measured: a molecular structure, C39H26F12IN6PS2Zr, with ωB97M-V/def2-TZVPD.

Cartesian coordinates (Å):
1 I -0.780 3.855 -2.398
2 Zr -1.265 0.837 -0.673
3 S 0.092 2.524 0.864
4 S -4.010 -2.091 1.120
5 P 0.173 -0.879 0.978
6 F 5.557 -0.432 -2.999
7 F 6.434 0.505 -1.262
8 F 3.521 -1.856 -8.431
9 F -0.317 1.050 7.493
10 F -2.183 1.669 6.606
11 F 3.786 0.218 -8.949
12 F 1.956 -6.694 3.680
13 F 5.147 1.635 -2.582
14 F 1.348 -7.507 1.778
15 F -1.967 -0.338 7.349
16 F 1.988 -0.816 -9.534
17 F 3.318 -6.667 2.014
18 N -0.646 3.777 3.165
19 N -2.712 1.359 1.706
20 N -2.104 2.353 2.485
21 N -1.664 3.827 4.036
22 N -2.623 -0.671 -0.800
23 N -3.019 2.269 -1.284
24 C 2.095 -4.054 2.600
25 C -3.224 -1.312 0.011
26 C 0.930 -0.770 -7.004
27 C 1.517 -5.148 1.965
28 C -2.803 3.264 -2.154
29 C -0.099 -0.360 2.725
30 C -1.220 -0.975 3.299
31 C 0.645 -2.614 1.340
32 C 0.519 -4.983 1.016
33 C -4.298 1.892 -1.095
34 C 2.030 -6.519 2.353
35 C 1.005 0.268 -4.837
36 C 0.628 0.551 3.482
37 C 5.333 0.429 -2.007
38 C 0.259 0.829 4.787
39 C 3.050 -0.604 -1.792
40 C -3.810 3.914 -2.850
41 C -1.606 -0.682 4.595
42 C -3.851 2.745 4.296
43 C 1.656 -2.787 2.285
44 C -0.859 0.226 5.339
45 C 2.217 -0.303 -7.249
46 C 2.883 -0.679 -8.549
47 C 4.041 0.468 0.131
48 C 1.798 -0.393 0.264
49 C 2.291 0.750 -5.097
50 C 0.329 -0.490 -5.798
51 C -2.553 2.978 3.649
52 C -0.877 2.890 2.187
53 C 4.113 0.065 -1.194
54 C 0.347 0.481 -3.603
55 C -5.117 3.491 -2.662
56 C -1.314 0.632 6.722
57 C 2.899 0.453 -6.301
58 C -0.249 0.566 -2.542
59 C 2.889 0.227 0.860
60 C 0.079 -3.706 0.698
61 C 1.896 -0.824 -1.066
62 C -5.367 2.467 -1.757
63 H -5.926 3.951 -3.210
64 H 2.102 -1.932 2.771
65 H 0.097 -5.849 0.529
66 H -1.776 -1.714 2.730
67 H 2.878 -4.205 3.328
68 H -2.467 -1.159 5.037
69 H -3.813 3.195 5.285
70 H -3.703 1.608 1.617
71 H 3.898 0.808 -6.507
72 H 0.152 4.390 3.280
73 H 0.849 1.502 5.387
74 H 1.482 1.056 3.066
75 H 4.882 0.962 0.595
76 H -0.696 -3.570 -0.044
77 H 1.076 -1.388 -1.514
78 H -4.652 3.227 3.734
79 H 0.407 -1.337 -7.757
80 H 2.808 1.355 -4.366
81 H 2.874 0.519 1.895
82 H -3.573 4.728 -3.516
83 H -4.075 1.685 4.399
84 H -0.664 -0.845 -5.573
85 H -4.459 1.072 -0.402
86 H -2.682 0.455 2.211
87 H -6.370 2.115 -1.577
88 H 3.121 -0.942 -2.814

Its molecular weight is 1119.89 Da. The value obtained for the lowest unoccupied orbital energy is -6.8748 eV. Its energy is -122744.592 eV. Its energy relative to the best compared isomer or geometry (same formula, charge and spin) is 272.7 kJ/mol. The charge is +2.



Entry 2:
Computed, not measured: a molecular structure, C39H27Cl4NO4PRuS, with ωB97M-V/def2-TZVPD.

Cartesian coordinates (Å):
1 Ru 0.177 1.335 -0.640
2 Cl 3.340 1.180 2.139
3 Cl -2.988 2.092 -1.092
4 Cl 0.398 6.346 -0.665
5 Cl 2.094 -4.114 2.767
6 S 0.003 3.385 -1.619
7 P -0.661 -0.472 -1.685
8 O 1.707 1.155 -1.891
9 O 3.689 0.306 -2.318
10 O 0.532 -0.122 0.879
11 O -0.793 1.564 1.170
12 N 1.939 -1.306 3.527
13 C 2.601 0.359 5.185
14 C 1.977 -1.292 -2.099
15 C 3.012 -2.823 2.026
16 C -2.187 -1.220 -5.382
17 C -1.766 -2.040 0.361
18 C 3.534 -0.522 1.792
19 C 0.259 1.759 4.743
20 C -2.016 -1.296 -0.795
21 C -1.326 4.244 -0.830
22 C -1.137 5.571 -0.419
23 C -4.384 -1.647 -0.484
24 C 0.490 0.583 4.039
25 C 3.892 -3.151 1.018
26 C 2.924 -2.271 -2.392
27 C -2.600 3.720 -0.599
28 C -1.276 -0.238 -3.379
29 C 0.330 -3.054 -1.885
30 C 1.685 -0.102 4.249
31 C -2.155 0.026 -6.003
32 C 4.421 -0.840 0.779
33 C -0.246 0.520 1.647
34 C -3.379 5.743 0.410
35 C 0.659 -1.698 -1.860
36 C 2.509 0.139 -2.094
37 C 2.592 -3.612 -2.432
38 C -3.612 4.439 0.014
39 C 1.188 2.237 5.654
40 C 2.813 -1.507 2.484
41 C -1.239 1.001 -4.004
42 C -0.531 0.069 3.050
43 C -4.128 -2.377 0.666
44 C -2.135 6.313 0.187
45 C 1.290 -4.010 -2.163
46 C 4.619 -2.155 0.395
47 C 2.360 1.529 5.884
48 C -1.749 -1.351 -4.077
49 C -3.333 -1.109 -1.214
50 C -1.681 1.130 -5.314
51 C -2.819 -2.577 1.083
52 H -2.615 -3.160 1.973
53 H -0.687 -3.367 -1.685
54 H 3.351 -4.348 -2.665
55 H -1.924 7.331 0.482
56 H 4.938 -0.036 0.275
57 H -0.747 -2.206 0.684
58 H 0.994 3.158 6.187
59 H -5.402 -1.491 -0.817
60 H -0.660 2.307 4.567
61 H -0.520 -1.021 3.038
62 H 3.517 -0.200 5.334
63 H 3.992 -4.188 0.725
64 H -4.948 -2.798 1.233
65 H 5.315 -2.391 -0.396
66 H -1.777 -2.323 -3.600
67 H -0.867 1.865 -3.470
68 H -1.527 0.415 3.320
69 H -4.162 6.315 0.887
70 H -4.573 3.969 0.170
71 H 3.933 -1.939 -2.589
72 H -3.542 -0.550 -2.116
73 H 3.086 1.889 6.600
74 H -1.649 2.099 -5.793
75 H -2.551 -2.087 -5.917
76 H 1.019 -5.058 -2.177
77 H -2.497 0.129 -7.024
78 H 1.613 -2.154 3.960

Its molecular weight is 879.57 Da. The value obtained for the lowest unoccupied orbital energy (spin up / spin down) is -0.6109 / -0.8975 eV. Its energy is -123360.131 eV. Its multiplicity is 2. Its energy relative to the best compared isomer or geometry (same formula, charge and spin) is 45.3 kJ/mol. As for the expectation value of S²: 0.757.



Entry 3:
Computed, not measured: a molecular structure, C39H27F5N11O6RbS3, with ωB97M-V/def2-TZVPD.

Cartesian coordinates (Å):
1 Rb 1.029 0.463 -0.548
2 S -0.779 2.001 -2.994
3 S -0.173 2.631 2.660
4 S -1.109 -2.828 -3.792
5 F 2.402 1.994 1.263
6 F 3.115 2.660 6.593
7 F 0.669 2.896 5.580
8 F 4.842 1.783 2.311
9 F 5.249 2.106 4.987
10 O 4.727 -1.894 3.491
11 O 8.877 -0.590 1.380
12 O 2.889 -1.257 2.579
13 O 4.725 0.178 -3.248
14 O 8.867 0.136 -0.637
15 O 2.802 -0.362 -2.197
16 N 1.330 -2.195 -4.784
17 N -2.835 3.896 -3.834
18 N -2.223 0.841 -0.611
19 N 0.214 -2.190 0.684
20 N 4.091 -1.418 2.572
21 N -2.987 1.491 -1.321
22 N -1.133 -3.308 2.031
23 N 8.308 -0.285 0.351
24 N -3.757 -5.982 7.668
25 N -3.247 3.108 -2.814
26 N -0.089 -0.528 -4.759
27 C 6.837 -0.456 0.297
28 C 2.527 2.183 2.595
29 C 4.121 -0.755 0.201
30 C -1.691 -3.371 0.761
31 C -5.860 5.843 -4.596
32 C -3.192 -0.783 2.575
33 C 4.799 -0.361 -0.944
34 C -2.958 0.043 0.339
35 C -5.025 4.928 -3.978
36 C 1.393 2.471 3.361
37 C -3.312 -5.515 6.715
38 C -5.418 6.646 -5.641
39 C -3.067 -5.489 4.277
40 C -1.668 -3.855 3.204
41 C -1.897 -3.846 5.595
42 C -3.694 4.796 -4.404
43 C -4.773 -1.429 0.884
44 C 0.070 -1.826 -4.452
45 C 4.038 -0.149 -2.271
46 C -0.858 -2.672 -0.046
47 C 6.176 -0.196 -0.889
48 C -2.369 2.269 -2.375
49 C 4.013 2.219 4.468
50 C -3.245 5.609 -5.457
51 C -4.098 6.515 -6.061
52 C 1.200 0.137 -4.970
53 C -4.329 -1.489 2.200
54 C 0.020 -2.574 1.912
55 C -2.753 -4.943 5.519
56 C 4.830 -1.010 1.359
57 C -1.364 -3.298 4.444
58 C -2.523 -4.952 3.127
59 C -2.486 -0.037 1.641
60 C 2.927 2.501 5.273
61 C 3.799 2.062 3.113
62 C 1.664 2.622 4.728
63 C -4.096 -0.656 -0.049
64 C 6.199 -0.879 1.447
65 C 2.152 -1.049 -5.191
66 H 6.696 0.121 -1.780
67 H 3.052 -0.895 0.170
68 H -1.664 -3.410 6.557
69 H -1.871 3.789 -4.134
70 H -0.957 -2.478 -1.106
71 H -5.372 4.305 -3.166
72 H -2.849 -0.804 3.604
73 H 2.434 -1.144 -6.242
74 H -5.657 -1.981 0.583
75 H 6.735 -1.075 2.361
76 H -2.649 -3.823 0.574
77 H -6.083 7.358 -6.115
78 H -3.724 7.129 -6.873
79 H -6.885 5.928 -4.248
80 H -1.611 0.539 1.927
81 H 0.680 -2.379 2.744
82 H 1.163 0.798 -5.834
83 H -3.729 -6.342 4.217
84 H -0.839 -0.022 -4.295
85 H 1.485 0.707 -4.087
86 H -2.218 5.516 -5.792
87 H 3.046 -0.950 -4.579
88 H -4.869 -2.084 2.931
89 H -2.749 -5.391 2.165
90 H -0.735 -2.420 4.506
91 H -4.432 -0.585 -1.075
92 H 1.707 -3.010 -4.336

Its molecular weight is 1022.38 Da. The value obtained for the lowest unoccupied orbital energy is 2.8913 eV. Its energy is -116304.393 eV. Its energy relative to the best compared isomer or geometry (same formula, charge and spin) is 41.2 kJ/mol. The charge is -2.



Entry 4:
Computed, not measured: a molecular structure, C39H28F5N3P2PdS3Se, with ωB97M-V/def2-TZVPD.

Cartesian coordinates (Å):
1 Pd 0.286 0.662 0.381
2 Se -0.465 2.602 1.598
3 S 1.803 0.264 2.089
4 S 0.803 -1.129 4.577
5 S -0.768 -1.044 7.100
6 P 2.235 -0.512 -0.989
7 P -0.402 -1.732 -0.578
8 F -1.359 5.500 1.227
9 F -1.435 1.427 -1.164
10 F -2.717 2.650 -3.174
11 F -2.620 6.699 -0.800
12 F -3.313 5.298 -3.012
13 N 0.425 1.345 4.185
14 N -0.149 1.016 5.397
15 N 1.245 -1.973 -0.987
16 C 0.593 0.224 -3.257
17 C -0.638 2.136 6.159
18 C 3.468 -1.747 -3.226
19 C -0.846 -2.353 1.096
20 C 0.934 0.313 3.618
21 C 4.931 -0.758 -1.590
22 C -1.713 -1.558 1.841
23 C -0.980 3.290 8.223
24 C 0.310 2.527 -3.895
25 C 1.945 -3.187 -0.552
26 C -1.211 3.192 5.464
27 C 6.034 -1.118 -2.361
28 C -1.300 -4.352 -3.638
29 C -2.227 -1.999 3.056
30 C -0.508 2.179 7.536
31 C 1.092 2.923 -2.824
32 C -0.505 -3.614 1.600
33 C -2.686 4.689 -2.008
34 C -2.382 3.346 -2.087
35 C -1.675 4.764 0.155
36 C -2.908 -4.751 -1.904
37 C 5.850 -1.794 -3.557
38 C -1.725 2.743 -1.034
39 C 0.059 1.173 -4.109
40 C 4.565 -2.113 -3.988
41 C -1.000 -4.050 2.820
42 C -1.214 -3.049 -1.593
43 C -1.354 3.416 0.109
44 C -2.331 5.401 -0.880
45 C 1.388 0.607 -2.177
46 C -1.672 4.298 6.159
47 C 3.645 -1.064 -2.023
48 C -1.866 -3.243 3.550
49 C -2.327 -3.752 -1.133
50 C -0.723 -3.352 -2.868
51 C -0.097 -0.291 5.791
52 C -2.392 -5.062 -3.152
53 C 1.629 1.966 -1.966
54 C -1.565 4.350 7.542
55 H 5.068 -0.238 -0.648
56 H 2.833 -3.350 -1.163
57 H 2.251 -3.126 0.499
58 H -2.248 -3.581 4.507
59 H -0.717 -5.025 3.199
60 H 2.258 2.276 -1.143
61 H -2.838 -5.852 -3.744
62 H -2.116 5.122 5.613
63 H 2.467 -1.994 -3.563
64 H -1.932 5.212 8.085
65 H -0.564 0.862 -4.940
66 H -0.895 -4.581 -4.616
67 H -2.900 -1.363 3.619
68 H 0.143 -2.826 -3.249
69 H -0.110 3.268 -4.566
70 H 7.034 -0.877 -2.021
71 H 4.423 -2.647 -4.920
72 H 0.365 -0.821 -3.419
73 H 0.128 -4.276 1.025
74 H -3.764 -5.293 -1.520
75 H 6.706 -2.075 -4.157
76 H -2.754 -3.518 -0.167
77 H -0.881 3.324 9.301
78 H 1.287 -4.045 -0.685
79 H -0.044 1.361 8.069
80 H -2.027 -0.599 1.456
81 H -1.280 3.147 4.388
82 H 1.284 3.975 -2.645

Its molecular weight is 977.19 Da. The value obtained for the lowest unoccupied orbital energy is -1.8732 eV. Its energy is -178863.778 eV. Its energy relative to the best compared isomer or geometry (same formula, charge and spin) is 173.2 kJ/mol.



Entry 5:
Computed, not measured: a molecular structure, C39H28MnN5OS5, with ωB97M-V/def2-TZVPD.

Cartesian coordinates (Å):
1 Mn 0.647 0.153 -0.875
2 S -0.136 -3.739 -1.947
3 S 0.498 -0.305 -3.182
4 S 3.336 3.751 -0.446
5 S 2.910 -4.405 0.384
6 S 0.576 -2.564 3.350
7 O 0.552 -1.550 -0.382
8 N -1.336 0.395 -1.128
9 N -1.827 -0.952 -4.278
10 N 1.347 2.204 -0.979
11 N -2.003 -0.022 -2.211
12 N 0.094 0.829 0.960
13 C 2.621 -0.112 -1.355
14 C 0.884 0.968 2.021
15 C -1.705 1.750 2.217
16 C 3.233 -1.261 -1.828
17 C -3.416 1.373 -0.296
18 C 3.035 -2.096 1.457
19 C 1.373 5.728 -0.054
20 C 4.405 -3.904 1.050
21 C 0.793 3.453 -0.725
22 C -0.734 -5.928 -0.768
23 C -0.921 5.098 -0.448
24 C 0.435 1.454 3.231
25 C -2.004 0.961 -0.159
26 C 0.685 -2.647 0.494
27 C -0.120 -2.441 1.775
28 C -0.934 -2.259 4.099
29 C -5.685 1.500 0.521
30 C -0.276 -5.048 0.250
31 C 3.406 1.029 -1.164
32 C 0.028 6.046 -0.061
33 C 4.329 -2.660 1.590
34 C -1.206 1.195 1.045
35 C -1.249 -0.441 -3.189
36 C -4.376 1.074 0.672
37 C 4.791 0.994 -1.328
38 C 2.150 -2.924 0.830
39 C 4.605 -1.290 -2.029
40 C -6.060 2.232 -0.595
41 C -0.887 1.859 3.326
42 C 1.738 4.431 -0.388
43 C -3.811 2.089 -1.430
44 C 0.088 -3.833 -0.241
45 C -0.713 -5.356 -1.999
46 C 2.657 2.230 -0.880
47 C -1.923 -2.070 3.186
48 C -1.455 -2.180 1.850
49 C 5.390 -0.174 -1.757
50 C -5.117 2.522 -1.572
51 C -0.552 3.813 -0.790
52 H -3.095 2.319 -2.206
53 H -0.288 7.039 0.227
54 H -4.111 0.468 1.529
55 H 2.783 -1.109 1.815
56 H 1.922 0.690 1.886
57 H 6.460 -0.211 -1.910
58 H -2.818 -1.127 -4.276
59 H -2.726 2.093 2.250
60 H 5.068 -2.194 -2.404
61 H 2.642 -2.142 -2.047
62 H -1.011 -5.787 -2.942
63 H -1.966 5.378 -0.492
64 H -1.275 2.255 4.254
65 H -1.063 -6.940 -0.581
66 H -1.001 -2.246 5.176
67 H -6.419 1.252 1.276
68 H -2.088 -2.098 0.975
69 H -1.288 3.100 -1.127
70 H 5.255 -4.567 1.013
71 H -1.258 -1.316 -5.021
72 H -5.401 3.082 -2.453
73 H -7.082 2.568 -0.707
74 H 2.125 6.465 0.195
75 H 5.379 1.887 -1.142
76 H -0.215 -5.311 1.297
77 H 1.107 1.517 4.074
78 H 5.159 -2.157 2.065
79 H -2.954 -1.877 3.452

Its molecular weight is 797.96 Da. The value obtained for the lowest unoccupied orbital energy (spin up / spin down) is -4.0032 / -3.7880 eV. Its energy is -135887.227 eV. Its multiplicity is 4. As for the expectation value of S²: 3.929. The charge is +1.



Copy entry 4 word for word.
Computed, not measured: a molecular structure, C39H28F5N3P2PdS3Se, with ωB97M-V/def2-TZVPD.

Cartesian coordinates (Å):
1 Pd 0.286 0.662 0.381
2 Se -0.465 2.602 1.598
3 S 1.803 0.264 2.089
4 S 0.803 -1.129 4.577
5 S -0.768 -1.044 7.100
6 P 2.235 -0.512 -0.989
7 P -0.402 -1.732 -0.578
8 F -1.359 5.500 1.227
9 F -1.435 1.427 -1.164
10 F -2.717 2.650 -3.174
11 F -2.620 6.699 -0.800
12 F -3.313 5.298 -3.012
13 N 0.425 1.345 4.185
14 N -0.149 1.016 5.397
15 N 1.245 -1.973 -0.987
16 C 0.593 0.224 -3.257
17 C -0.638 2.136 6.159
18 C 3.468 -1.747 -3.226
19 C -0.846 -2.353 1.096
20 C 0.934 0.313 3.618
21 C 4.931 -0.758 -1.590
22 C -1.713 -1.558 1.841
23 C -0.980 3.290 8.223
24 C 0.310 2.527 -3.895
25 C 1.945 -3.187 -0.552
26 C -1.211 3.192 5.464
27 C 6.034 -1.118 -2.361
28 C -1.300 -4.352 -3.638
29 C -2.227 -1.999 3.056
30 C -0.508 2.179 7.536
31 C 1.092 2.923 -2.824
32 C -0.505 -3.614 1.600
33 C -2.686 4.689 -2.008
34 C -2.382 3.346 -2.087
35 C -1.675 4.764 0.155
36 C -2.908 -4.751 -1.904
37 C 5.850 -1.794 -3.557
38 C -1.725 2.743 -1.034
39 C 0.059 1.173 -4.109
40 C 4.565 -2.113 -3.988
41 C -1.000 -4.050 2.820
42 C -1.214 -3.049 -1.593
43 C -1.354 3.416 0.109
44 C -2.331 5.401 -0.880
45 C 1.388 0.607 -2.177
46 C -1.672 4.298 6.159
47 C 3.645 -1.064 -2.023
48 C -1.866 -3.243 3.550
49 C -2.327 -3.752 -1.133
50 C -0.723 -3.352 -2.868
51 C -0.097 -0.291 5.791
52 C -2.392 -5.062 -3.152
53 C 1.629 1.966 -1.966
54 C -1.565 4.350 7.542
55 H 5.068 -0.238 -0.648
56 H 2.833 -3.350 -1.163
57 H 2.251 -3.126 0.499
58 H -2.248 -3.581 4.507
59 H -0.717 -5.025 3.199
60 H 2.258 2.276 -1.143
61 H -2.838 -5.852 -3.744
62 H -2.116 5.122 5.613
63 H 2.467 -1.994 -3.563
64 H -1.932 5.212 8.085
65 H -0.564 0.862 -4.940
66 H -0.895 -4.581 -4.616
67 H -2.900 -1.363 3.619
68 H 0.143 -2.826 -3.249
69 H -0.110 3.268 -4.566
70 H 7.034 -0.877 -2.021
71 H 4.423 -2.647 -4.920
72 H 0.365 -0.821 -3.419
73 H 0.128 -4.276 1.025
74 H -3.764 -5.293 -1.520
75 H 6.706 -2.075 -4.157
76 H -2.754 -3.518 -0.167
77 H -0.881 3.324 9.301
78 H 1.287 -4.045 -0.685
79 H -0.044 1.361 8.069
80 H -2.027 -0.599 1.456
81 H -1.280 3.147 4.388
82 H 1.284 3.975 -2.645

Its molecular weight is 977.19 Da. The value obtained for the lowest unoccupied orbital energy is -1.8732 eV. Its energy is -178863.778 eV. Its energy relative to the best compared isomer or geometry (same formula, charge and spin) is 173.2 kJ/mol.